150
Properties=species:S:1:pos:R:3:forces:R:3 method="wB97M-V/def2-TZVPD" lumo_ev="-4.57 / -4.56" multiplicity=2 total_charge=+1
Ir -0.231 -0.339 -1.091 -1.40 -0.65 0.61
C 1.749 -1.836 1.115 0.21 -0.38 -0.05
C 1.070 0.598 1.723 -0.32 -0.02 0.24
N -0.104 0.644 0.776 0.33 -0.78 -0.05
C -0.295 2.081 0.511 0.53 0.33 0.67
C -1.458 2.258 -0.366 -0.67 0.21 -0.20
N -1.120 1.484 -1.555 0.66 -0.13 -1.16
C -2.194 1.354 -2.562 0.00 -0.04 0.18
C -3.501 0.790 -2.015 -0.05 0.09 0.03
C -3.362 -0.337 -1.004 -0.07 -0.09 -0.34
N -2.251 -1.237 -1.389 -0.12 0.17 0.89
C -2.273 -2.524 -0.664 -0.13 0.04 -0.02
C -1.012 -3.250 -1.018 0.27 -0.23 -0.18
N 0.169 -2.443 -0.630 0.51 0.42 -0.29
C 0.518 -2.644 0.792 -0.09 -0.29 -0.16
H 2.649 -2.434 1.209 0.01 -0.21 0.04
H 1.942 -1.114 0.328 0.16 -0.13 -0.17
H 1.941 0.967 1.196 -0.08 0.01 -0.06
H 0.843 1.290 2.535 -0.09 0.23 -0.20
H -0.929 0.229 1.263 -0.02 0.22 0.05
H 0.611 2.457 0.023 0.01 0.02 0.07
H -0.419 2.622 1.448 0.01 -0.05 0.14
H -1.622 3.309 -0.597 0.00 -0.03 -0.12
H -2.364 1.862 0.090 0.02 -0.01 0.02
H -0.323 1.945 -2.017 -0.26 0.32 -0.03
H -1.789 0.716 -3.350 -0.02 0.02 -0.06
H -2.398 2.322 -3.013 0.06 0.14 -0.03
H -4.063 0.456 -2.889 -0.11 -0.04 0.05
H -4.107 1.569 -1.545 0.06 0.06 -0.09
H -4.307 -0.879 -0.952 0.00 -0.19 -0.03
H -3.148 0.009 -0.002 0.00 0.04 0.14
H -2.351 -1.444 -2.382 0.10 -0.01 -0.10
H -3.144 -3.120 -0.933 -0.12 -0.03 -0.09
H -2.333 -2.310 0.400 0.01 0.09 0.06
H -0.968 -3.425 -2.097 0.02 -0.01 0.00
H -0.981 -4.218 -0.522 0.06 -0.12 0.01
H 0.976 -2.742 -1.175 -0.03 -0.01 -0.09
H 0.692 -3.701 1.002 -0.12 -0.11 -0.14
H -0.343 -2.324 1.376 0.03 0.04 0.10
C 1.516 5.468 3.280 0.09 -0.13 0.00
C 2.383 4.244 3.484 -0.20 0.08 -0.02
C 1.867 3.084 4.054 0.07 -0.07 -0.01
C 2.656 1.956 4.287 -0.08 -0.05 -0.06
C 2.016 0.766 4.976 0.33 0.32 0.12
C 4.009 1.986 3.903 0.22 -0.01 0.08
C 4.558 3.168 3.385 0.23 0.16 0.20
C 6.051 3.334 3.152 -0.23 -0.07 0.03
C 3.732 4.270 3.168 0.17 0.00 -0.03
C 4.877 0.781 4.150 -0.24 -0.19 -0.17
C 5.257 0.509 5.461 -0.01 0.15 0.07
C 6.009 -0.609 5.782 0.00 -0.01 -0.03
C 6.344 -1.520 4.793 -0.07 0.00 -0.05
C 5.976 -1.296 3.469 -0.21 0.20 0.10
C 5.249 -0.128 3.134 0.34 -0.17 0.30
Ge 5.295 0.381 1.241 -0.19 0.05 -0.15
S 1.477 -0.898 2.586 -0.05 0.06 0.01
S 4.682 -0.992 -0.448 0.33 -0.19 -0.16
Ge 3.748 0.835 -1.309 0.04 0.00 -0.17
S 1.713 0.255 -2.093 0.24 0.14 0.22
S 3.856 1.998 0.558 0.12 0.35 0.25
C 4.473 1.933 -2.761 0.13 0.10 -0.56
C 3.717 3.019 -3.289 0.12 -0.20 0.25
C 4.258 3.799 -4.306 -0.08 0.07 0.01
C 5.513 3.542 -4.824 0.09 0.05 -0.09
C 6.253 2.495 -4.313 0.06 0.01 0.01
C 5.761 1.685 -3.287 -0.39 0.05 0.09
C 6.714 0.599 -2.881 -0.19 0.09 0.01
C 6.673 -0.644 -3.518 -0.09 -0.12 -0.02
C 5.478 -1.083 -4.334 0.08 0.00 0.08
C 7.758 -1.505 -3.381 -0.05 -0.07 -0.10
C 8.877 -1.159 -2.637 0.12 -0.08 0.03
C 10.120 -2.016 -2.665 -0.11 0.00 0.10
C 8.848 0.038 -1.929 0.01 0.08 0.04
C 7.785 0.928 -2.044 0.09 0.08 0.12
C 7.822 2.254 -1.314 0.05 -0.10 -0.11
C 2.344 3.476 -2.855 0.16 -0.05 0.14
C 2.180 4.349 -1.774 0.04 0.01 0.04
C 3.334 4.840 -0.924 -0.14 0.07 -0.15
C 0.907 4.878 -1.511 0.05 0.00 0.02
C -0.183 4.608 -2.321 -0.03 0.08 -0.05
C -1.504 5.314 -2.111 0.10 -0.04 -0.07
C 0.004 3.737 -3.401 0.00 0.13 -0.10
C 1.243 3.178 -3.684 0.05 -0.01 -0.13
C 1.410 2.317 -4.914 -0.02 0.02 0.10
C 6.289 -2.363 2.466 0.03 0.09 0.06
C 5.417 -3.453 2.354 -0.04 -0.03 0.05
C 4.234 -3.596 3.285 0.03 -0.04 -0.10
C 5.708 -4.459 1.437 -0.04 -0.02 -0.01
C 6.864 -4.430 0.666 -0.01 -0.12 -0.05
C 7.188 -5.535 -0.311 -0.04 0.11 0.01
C 7.747 -3.373 0.848 0.07 0.08 -0.06
C 7.486 -2.339 1.737 0.03 0.14 -0.01
C 8.503 -1.239 1.945 -0.06 -0.11 -0.02
H 0.455 5.213 3.312 0.04 0.00 -0.01
H 1.731 5.954 2.325 0.00 -0.04 0.04
H 1.697 6.205 4.066 0.00 -0.03 -0.02
H 0.819 3.055 4.352 0.09 0.01 0.00
H 0.964 0.670 4.699 0.06 0.00 0.15
H 2.042 0.898 6.062 -0.05 0.02 -0.04
H 2.520 -0.172 4.749 0.00 0.20 0.18
H 6.625 2.494 3.540 -0.02 -0.02 -0.04
H 6.406 4.234 3.659 -0.05 -0.01 0.01
H 6.291 3.459 2.094 -0.05 -0.05 -0.10
H 4.169 5.183 2.768 -0.03 -0.10 0.04
H 4.966 1.211 6.237 0.01 -0.08 -0.04
H 6.325 -0.775 6.805 -0.05 -0.01 -0.03
H 6.890 -2.426 5.039 -0.02 0.08 -0.01
H 3.673 4.630 -4.688 0.04 -0.07 0.02
H 5.914 4.159 -5.621 -0.03 -0.05 0.07
H 7.241 2.280 -4.707 -0.07 0.02 0.03
H 4.907 -0.240 -4.720 0.03 0.00 -0.01
H 4.805 -1.685 -3.711 0.03 0.05 -0.04
H 5.784 -1.705 -5.177 0.00 0.03 0.06
H 7.744 -2.456 -3.912 0.00 0.11 0.06
H 9.880 -3.076 -2.772 -0.01 0.07 0.04
H 10.726 -1.882 -1.767 -0.07 -0.02 -0.03
H 10.744 -1.739 -3.519 -0.03 0.00 0.03
H 9.700 0.314 -1.311 -0.06 -0.03 -0.03
H 8.623 2.265 -0.573 -0.04 -0.02 -0.04
H 6.878 2.460 -0.802 -0.01 -0.02 0.00
H 7.992 3.085 -2.005 -0.01 -0.06 0.02
H 4.286 4.406 -1.220 -0.02 -0.03 -0.01
H 3.173 4.607 0.129 -0.02 0.03 -0.01
H 3.415 5.927 -1.011 -0.02 -0.05 -0.04
H 0.794 5.576 -0.682 0.02 -0.09 -0.09
H -1.569 5.756 -1.115 0.00 -0.05 -0.04
H -2.360 4.649 -2.254 0.04 0.02 0.00
H -1.617 6.125 -2.834 0.02 -0.02 0.02
H -0.828 3.535 -4.076 0.14 0.06 0.06
H 0.438 2.009 -5.308 0.05 0.03 0.03
H 1.999 1.423 -4.705 -0.02 0.05 0.02
H 1.932 2.866 -5.702 -0.03 0.00 0.02
H 3.727 -2.645 3.456 -0.04 0.01 -0.03
H 4.563 -3.952 4.267 -0.02 0.04 -0.08
H 3.519 -4.329 2.902 0.04 0.07 0.00
H 5.028 -5.304 1.345 0.05 0.08 0.01
H 6.341 -6.208 -0.448 0.04 0.04 0.02
H 8.035 -6.130 0.040 -0.03 0.04 -0.01
H 7.460 -5.124 -1.288 -0.03 -0.03 0.09
H 8.677 -3.360 0.288 -0.01 0.03 -0.03
H 9.402 -1.432 1.360 -0.04 0.00 0.01
H 8.787 -1.161 2.997 -0.02 -0.02 -0.05
H 8.118 -0.260 1.647 -0.03 0.02 -0.03
N -2.236 -0.592 1.970 -0.19 -0.28 0.46
C -2.369 -1.104 3.016 0.19 0.32 -0.08
C -2.455 -1.663 4.278 -0.10 -0.25 0.22
C -3.557 -2.533 4.571 0.30 0.24 -0.03
N -4.465 -3.225 4.748 0.28 0.18 -0.04
C -1.413 -1.336 5.206 -0.35 -0.12 -0.32
N -0.538 -1.033 5.897 -0.20 -0.09 -0.10